# C6H7ClN2O

An isolated molecule of C6H7ClN2O (the ωB97M-V functional and the def2-TZVPD basis, the Open Molecules 2025 dataset).

Last column: natural (NBO) charge in e.
CARTESIAN COORDINATES (ANGSTROEM)
H1 -1.54 -1.76 1.26  0.363
N1 -0.58 -1.50 1.02  -0.641
C1 -0.72 -0.59 0.17  0.219
C2 -2.51 -0.30 0.31  0.503
O1 -3.16 -0.96 1.05  -0.512
Cl1 -3.21 0.95 -0.72  -0.019
C3 0.61 0.10 -0.34  -0.227
C4 0.58 1.53 -0.74  -0.190
C5 -0.30 2.35 -0.18  -0.405
C6 1.84 -0.47 -0.20  0.089
N2 2.11 -1.79 0.01  -0.802
H2 1.38 1.68 -1.45  0.202
H3 -0.54 3.41 -0.43  0.216
H4 -0.87 1.82 0.57  0.183
H5 2.61 0.06 -0.63  0.192
H6 1.27 -2.25 0.35  0.422
H7 3.02 -2.26 -0.06  0.409

HOMO energy (alpha / beta) in eV: -7.9 / -7.9
ΔE to the lowest compared entry with this formula, charge and spin in eV: 2.9147
F_max in eV/Å: 3.103
M in g/mol: 158.6
E_LUMO (alpha / beta) in hartree: 0.0017 / 0.0017
Orbital gap (alpha / beta) in eV: 7.973 / 7.974

---

# C2H2N4

An isolated molecule of C2H2N4 (the ωB97M-V functional and the def2-TZVPD basis, the Open Molecules 2025 dataset).

Last column: natural (NBO) charge in e.
CARTESIAN COORDINATES (ANGSTROEM)
N1 -1.34 -1.00 1.02  -0.031
N2 -1.00 -1.76 0.15  -0.046
C1 -0.01 -0.72 0.44  -0.120
C2 0.22 0.59 -0.58  -0.078
N3 0.21 1.93 -0.06  -0.034
N4 1.32 1.49 -0.42  -0.060
H1 0.92 -0.90 0.98  0.189
H2 -0.32 0.37 -1.52  0.181

HOMO energy in eV: -10.3
ΔE to the lowest compared entry with this formula, charge and spin in eV: 4.4383
F_max in eV/Å: 5.114
M in g/mol: 82.1
E_LUMO in hartree: -0.0007
Orbital gap in eV: 10.299

---

# C2F6O3S2

A structure of composition C2F6O3S2 (the ωB97M-V functional and the def2-TZVPD basis, the Open Molecules 2025 dataset).

Last column: natural (NBO) charge in e.
CARTESIAN COORDINATES (ANGSTROEM)
C1 2.38 0.30 0.39  0.923
C2 -1.87 0.63 -0.63  0.851
O1 0.74 -0.90 -1.62  -0.889
O2 -2.14 -1.86 0.63  -0.877
O3 -0.84 -0.13 1.83  -0.901
F1 1.95 1.12 1.44  -0.315
F2 2.75 0.79 -0.74  -0.273
F3 3.40 -0.38 0.94  -0.327
F4 -2.82 1.19 0.07  -0.285
F5 -0.90 1.38 -0.87  -0.272
F6 -2.34 0.03 -1.70  -0.290
S1 0.85 -1.43 -0.33  0.975
S2 -1.15 -0.76 0.56  1.680

HOMO energy in eV: -10.2
F_max in eV/Å: 4.504
M in g/mol: 250.1
E_LUMO in hartree: -0.0622
Orbital gap in eV: 8.525

---

# C31H20BaN6O5S2

A structure of composition C31H20BaN6O5S2 (the ωB97M-V functional and the def2-TZVPD basis, the Open Molecules 2025 dataset).

Last column: Löwdin charge in e.
CARTESIAN COORDINATES (ANGSTROEM)
Ba1 0.58 -0.25 1.29  2.059
C1 2.94 1.11 -2.90  -0.107
C2 2.59 0.63 -1.47  -0.186
N1 1.38 1.12 -0.82  0.020
C3 0.39 1.52 -1.52  -0.134
C4 0.35 1.43 -3.02  -0.237
C5 1.72 1.49 -3.75  -0.111
C6 -0.70 2.28 -3.67  -0.097
C7 -1.67 2.84 -2.93  -0.133
C8 -1.79 2.70 -1.50  -0.059
C9 -0.86 1.98 -0.78  -0.267
N2 -0.91 1.61 0.49  -0.139
C10 -2.02 1.86 1.28  -0.256
C11 -2.31 3.07 1.85  -0.023
C12 -3.43 3.23 2.71  -0.097
C13 -4.26 2.19 3.00  -0.072
C14 -4.00 0.91 2.42  -0.165
C15 -4.83 -0.22 2.63  -0.037
C16 -4.52 -1.40 2.04  -0.062
C17 -3.35 -1.48 1.23  -0.165
N3 -2.57 -0.46 1.02  0.090
C18 -2.88 0.74 1.59  -0.156
H1 3.84 1.71 -2.99  0.136
H2 3.42 0.75 -0.78  0.123
H3 1.83 2.34 -4.43  0.133
H4 -0.68 2.37 -4.75  0.092
H5 -2.44 3.42 -3.45  0.087
H6 -2.66 3.10 -0.99  0.082
H7 -1.67 3.91 1.63  0.116
H8 -3.62 4.20 3.15  0.091
H9 -5.12 2.31 3.65  0.095
H10 -5.70 -0.13 3.28  0.105
H11 -5.13 -2.28 2.19  0.094
H12 -3.05 -2.42 0.78  0.105
C19 -0.99 -6.31 1.38  -0.451
S1 -1.05 -5.19 2.79  0.747
C20 -0.57 -3.61 2.09  -1.200
S2 -0.71 -2.34 3.23  0.416
N4 -0.12 -3.67 0.87  -0.102
N5 -0.01 -2.54 0.08  -0.132
C21 1.00 -2.50 -0.69  -0.175
C22 1.13 -1.47 -1.77  -0.259
C23 2.50 -0.86 -1.97  -0.111
C24 2.84 -0.37 -3.40  -0.121
C25 1.60 0.01 -4.24  -0.122
C26 0.25 -0.13 -3.49  -0.154
N6 0.11 -1.14 -2.45  0.175
H13 -0.84 -7.32 1.76  0.012
H14 -0.15 -6.02 0.74  0.014
H15 -1.91 -6.27 0.79  0.020
H16 1.82 -3.21 -0.58  0.125
H17 3.27 -1.48 -1.51  0.142
H18 3.65 -0.88 -3.92  0.131
H19 1.59 -0.28 -5.29  0.127
H20 -0.60 -0.22 -4.16  0.128
O1 6.03 1.98 2.89  0.081
C27 4.96 1.54 2.55  -0.283
C28 3.60 1.98 3.07  -0.304
O2 3.35 3.02 3.63  0.070
C29 2.66 0.88 2.72  -0.377
C30 3.32 -0.01 1.80  -0.388
O3 2.74 -1.01 1.24  -0.317
C31 4.69 0.44 1.55  -0.328
O4 5.47 0.04 0.70  0.043
O5 1.46 0.74 3.11  -0.329

HOMO energy in eV: -1.8
ΔE to the lowest compared entry with this formula, charge and spin in eV: 6.0190
F_max in eV/Å: 4.065
M in g/mol: 758.0
E_LUMO in hartree: 0.1526
Charge: -2
Orbital gap in eV: 5.936

---

# C3H4O2

An isolated molecule of C3H4O2 (the ωB97M-V functional and the def2-TZVPD basis, the Open Molecules 2025 dataset).

Last column: natural (NBO) charge in e.
CARTESIAN COORDINATES (ANGSTROEM)
C1 -0.38 -0.81 0.58  -0.115
C2 0.64 0.31 0.28  0.036
C3 0.19 0.90 -1.06  0.356
O1 -1.10 -0.88 -0.58  -0.715
O2 -0.17 1.50 0.05  -0.361
H1 0.13 -1.73 0.70  0.169
H2 -1.18 -0.58 1.42  0.169
H3 1.68 0.25 0.72  0.218
H4 0.18 1.05 -2.10  0.242

HOMO energy (alpha / beta) in eV: -8.5 / -8.4
ΔE to the lowest compared entry with this formula, charge and spin in eV: 5.8172
F_max in eV/Å: 6.163
M in g/mol: 72.1
E_LUMO (alpha / beta) in hartree: -0.0128 / -0.0180
Orbital gap (alpha / beta) in eV: 8.189 / 7.949

---

# C36H42BrF10IN2NbO33

A structure of composition C36H42BrF10IN2NbO33 (the ωB97M-V functional and the def2-TZVPD basis, the Open Molecules 2025 dataset).

Last column: Löwdin charge in e.
CARTESIAN COORDINATES (ANGSTROEM)
N1 5.41 1.69 4.36  0.045
C1 5.35 0.92 3.30  -0.437
O1 5.15 -0.30 2.46  -0.458
Nb1 4.83 0.43 0.50  1.205
Br1 5.98 2.71 1.17  0.214
I1 3.53 -2.07 -0.11  0.036
C2 2.76 1.21 1.09  -0.445
C3 2.60 2.84 1.04  -0.431
N2 2.94 3.46 -0.31  -0.093
C4 6.78 -0.57 -0.11  -0.421
C5 7.90 0.42 -0.79  -0.301
O2 7.49 0.79 -2.17  -0.184
C6 6.97 2.16 -2.24  -0.219
O3 7.77 3.23 -2.10  -0.072
H1 4.57 1.03 -1.20  -0.087
H2 2.53 0.87 2.21  0.053
H3 1.98 0.77 0.32  0.026
H4 1.46 3.11 1.26  0.098
H5 3.20 3.34 1.94  0.076
H6 3.78 4.10 -0.22  0.037
H7 3.08 2.74 -1.05  0.023
H8 7.26 -1.17 0.79  0.065
H9 6.52 -1.39 -0.93  0.025
H10 8.22 1.34 -0.13  0.088
H11 8.89 -0.24 -0.92  0.126
H12 5.82 2.33 -2.43  0.134
C7 2.54 1.80 6.00  -0.087
C8 1.56 2.72 5.35  -0.321
O4 0.33 2.07 5.53  0.130
C9 0.47 1.35 6.69  -0.503
O5 -0.46 0.88 7.32  0.123
O6 1.78 1.24 7.05  0.077
F1 1.80 2.82 4.02  0.074
H13 2.88 1.00 5.33  0.135
H14 3.41 2.33 6.39  0.137
H15 1.52 3.72 5.80  0.177
C10 8.55 1.72 -5.19  -0.072
C11 9.96 1.85 -5.65  -0.323
O7 10.03 0.95 -6.74  0.142
C12 8.77 0.91 -7.25  -0.499
O8 8.49 0.46 -8.35  0.127
O9 7.85 1.44 -6.38  0.077
F2 10.82 1.44 -4.70  0.085
H16 8.41 0.89 -4.48  0.141
H17 8.18 2.64 -4.72  0.136
H18 10.23 2.86 -5.99  0.178
C13 -4.13 0.02 5.55  -0.068
C14 -3.19 0.89 4.79  -0.326
O10 -4.03 1.77 4.09  0.154
C15 -5.15 1.88 4.86  -0.487
O11 -5.99 2.76 4.73  0.124
O12 -5.21 0.90 5.81  0.072
F3 -2.48 0.17 3.90  0.091
H19 -4.50 -0.83 4.96  0.149
H20 -3.70 -0.36 6.48  0.149
H21 -2.50 1.46 5.43  0.166
C16 -9.14 2.09 4.86  -0.063
C17 -9.41 0.95 3.94  -0.321
O13 -9.34 -0.18 4.78  0.131
C18 -9.72 0.27 6.01  -0.469
O14 -10.04 -0.46 6.93  0.121
O15 -9.69 1.64 6.08  0.093
F4 -8.44 0.84 3.00  0.091
H22 -8.07 2.28 4.99  0.118
H23 -9.62 3.01 4.53  0.152
H24 -10.40 0.98 3.46  0.178
C19 8.85 3.31 -11.92  -0.088
C20 9.44 3.08 -10.57  -0.322
O16 9.40 4.35 -9.97  0.138
C21 8.33 4.98 -10.53  -0.507
O17 7.82 5.98 -10.08  0.129
O18 7.91 4.34 -11.67  0.080
F5 10.73 2.69 -10.68  0.079
H25 9.59 3.66 -12.65  0.150
H26 8.35 2.42 -12.32  0.117
H27 8.88 2.36 -9.96  0.160
C22 -11.59 -1.80 9.15  -0.081
C23 -10.80 -2.48 10.22  -0.326
O19 -11.75 -3.31 10.85  0.143
C24 -12.66 -3.61 9.89  -0.504
O20 -13.48 -4.51 9.97  0.129
O21 -12.54 -2.78 8.80  0.072
F6 -10.34 -1.59 11.12  0.079
H28 -12.10 -0.90 9.51  0.153
H29 -10.97 -1.53 8.29  0.095
H30 -9.97 -3.10 9.84  0.169
C25 4.68 4.01 -8.33  -0.075
C26 4.41 2.86 -9.25  -0.331
O22 4.49 1.74 -8.40  0.142
C27 4.11 2.19 -7.18  -0.503
O23 3.78 1.46 -6.25  0.149
O24 4.13 3.55 -7.11  0.075
F7 5.38 2.76 -10.18  0.078
H31 5.75 4.20 -8.19  0.146
H32 4.20 4.93 -8.66  0.147
H33 3.43 2.90 -9.73  0.176
C28 10.30 -0.47 -14.78  -0.071
C29 10.25 0.24 -16.09  -0.331
O25 9.05 0.97 -16.02  0.150
C30 8.87 1.23 -14.70  -0.479
O26 8.09 2.07 -14.27  0.132
O27 9.66 0.45 -13.91  0.079
F8 10.15 -0.64 -17.11  0.081
H34 9.74 -1.41 -14.79  0.152
H35 11.32 -0.67 -14.46  0.148
H36 11.09 0.92 -16.27  0.178
C31 -9.16 -3.40 6.04  -0.069
C32 -9.43 -4.54 5.12  -0.321
O28 -9.35 -5.67 5.96  0.152
C33 -9.73 -5.22 7.19  -0.481
O29 -10.06 -5.94 8.11  0.143
O30 -9.71 -3.85 7.26  0.064
F9 -8.46 -4.64 4.18  0.086
H37 -8.09 -3.21 6.17  0.158
H38 -9.64 -2.47 5.71  0.117
H39 -10.41 -4.50 4.63  0.181
C34 -13.29 -8.83 9.07  -0.073
C35 -11.88 -8.70 8.60  -0.333
O31 -11.81 -9.60 7.52  0.143
C36 -13.07 -9.64 7.01  -0.504
O32 -13.35 -10.09 5.91  0.137
O33 -13.99 -9.11 7.88  0.073
F10 -11.01 -9.11 9.56  0.081
H40 -13.43 -9.66 9.77  0.147
H41 -13.66 -7.92 9.54  0.145
H42 -11.61 -7.70 8.26  0.152

HOMO energy in eV: -5.7
F_max in eV/Å: 11.235
M in g/mol: 1520.4
E_LUMO in hartree: 0.0231
Charge: -1
Orbital gap in eV: 6.290